Computed, not measured: a cluster of 2 separate species, C5H10O in total at a distorted geometry, with ωB97M-V/def2-TZVPD.

Last column: Löwdin charge in e.
Element x y z (Å)
C: 0.013 0.902 -0.736  -0.2631
H: 2.022 0.612 -1.302  0.0758
H: 0.526 -1.248 -0.517  0.1195
C: -1.571 -1.051 0.194  -0.1057
C: 0.955 0.012 1.626  -0.1941
H: -1.388 -1.745 1.026  0.0708
C: -0.307 -0.538 -0.502  -0.2944
H: 1.389 2.356 -1.359  0.0600
H: -0.530 -0.369 -1.582  0.1275
H: -2.157 -1.605 -0.546  0.0693
H: -0.855 1.550 -0.652  0.1196
H: -0.041 0.265 2.040  0.0978
C: 1.195 1.311 -1.176  -0.0298
H: 1.219 -1.061 1.661  0.0952
H: -2.198 -0.241 0.583  0.0751
O: 1.728 0.852 1.243  -0.0235

- total energy (eV) = -7391.373